Density functional theory data (the ωB97M-V functional and the def2-TZVPD basis) for one molecule with the formula C5H7NO2.

Summary:
total energy = -399.76404 hartree
strongest force on any atom = 0.104 hartree/bohr
energy relative to the best compared isomer or geometry (same formula, charge and spin) = 5.4838 eV
M = 113.1 g mol⁻¹
HOMO-LUMO gap (spin up / spin down) = 6.03 / 6.03 eV
HOMO energy (spin up / spin down) = -8.3827 / -8.3839 eV

Geometry as ORCA input:
```
! wB97M-V def2-TZVPD RIJCOSX def2/J DEFGRID3
* xyz 0 1
C -0.346 1.748 1.107
C -1.097 -0.826 -0.354
C -0.501 -0.675 0.976
C 0.270 -0.819 -0.220
C 1.542 -0.940 -1.090
N -0.302 1.750 -0.227
O -0.423 2.623 1.928
O -0.541 0.488 1.750
H -1.482 -1.855 -0.410
H -1.647 0.018 -0.744
H -0.585 -1.519 1.692
H 2.375 -1.003 -0.344
H 1.718 0.005 -1.680
H 1.468 -1.718 -1.879
H -0.448 2.722 -0.504
*
```